{
  "formula": "C17H36BN5O9P",
  "method": "the ωB97M-V functional and the def2-TZVPD basis",
  "e_lumo_ev": -2.8,
  "e_above_lowest_kcal_mol": 0.00,
  "gap_ev": 8.95,
  "e_homo_ha": -0.43273,
  "total_charge": 1,
  "species": ["P", "O", "O", "O", "O", "O", "O", "O", "O", "O", "N", "N", "N", "N", "N", "C", "C", "C", "C", "C", "C", "C", "C", "C", "C", "C", "C", "C", "C", "C", "C", "C", "B", "H", "H", "H", "H", "H", "H", "H", "H", "H", "H", "H", "H", "H", "H", "H", "H", "H", "H", "H", "H", "H", "H", "H", "H", "H", "H", "H", "H", "H", "H", "H", "H", "H", "H", "H", "H"],
  "positions_angstrom": [[2.718184, 0.998222, 1.084848], [3.674760, 1.589108, -1.877691], [-2.268897, 3.096333, 0.811602], [-1.878469, 0.284749, 3.224123], [-2.172900, -3.857578, 1.860320], [3.205205, 0.541223, -2.665381], [-0.145646, 3.648761, -3.750275], [-2.035787, 2.511400, 2.928502], [-1.965935, -1.165166, -0.410964], [1.227237, -3.077668, 2.391190], [3.014526, 2.319007, 1.891065], [-0.537080, 1.274305, -4.095421], [-0.018003, 1.149397, 0.224197], [0.100389, 2.238684, -1.770674], [-1.826442, 0.994607, -1.262469], [-1.170525, -3.222383, 2.631642], [-0.632144, 1.715003, -5.522071], [0.462700, 0.181529, -4.088972], [-2.778258, -2.020857, 0.385279], [2.740947, 2.646007, -1.913588], [2.339389, -3.720549, 1.762873], [-4.002213, 1.206485, 3.591707], [0.169558, -3.996417, 2.662359], [1.403864, 1.176530, -0.208897], [-1.579810, 2.594103, 1.599661], [-2.137476, -3.419567, 0.520526], [-0.177597, 2.076293, 1.367634], [1.433896, 2.408376, -1.138844], [-2.536461, 0.113345, -0.358661], [-2.535737, 1.252708, 3.223846], [3.662460, -3.183241, 2.354824], [-0.657679, 1.474176, -1.004102], [-0.173143, 2.358052, -3.228923], [-1.100186, -3.351770, 0.167335], [0.308038, -4.397551, 3.672305], [2.638898, 2.957389, -2.961456], [-2.723258, -4.133787, -0.056505], [0.218368, -0.638407, -4.763953], [-4.437903, 2.195098, 3.728614], [3.262934, 3.458284, -1.408655], [3.854500, 0.531116, 0.381320], [2.314040, -3.466094, 0.695600], [-1.539791, -3.141603, 3.657559], [-4.528076, 0.653915, 2.810569], [1.332767, 3.327772, -0.548436], [-3.805878, -2.126614, 0.010080], [0.662900, -0.192596, -3.083637], [-2.863010, -1.622758, 1.408326], [2.816201, 2.122013, 2.869993], [-0.729676, 0.796905, -6.103760], [0.323250, 2.160731, -5.819312], [2.309402, -4.800914, 1.910331], [4.184490, -2.513898, 1.668147], [-2.598463, 0.487214, 0.664624], [1.415764, 0.312229, -0.890829], [1.420088, 0.593572, -4.436667], [0.661884, 3.810167, -4.257238], [-1.482812, 2.365014, -5.695778], [4.330870, -4.011787, 2.591841], [0.098380, -4.800024, 1.921978], [0.487927, 2.950585, 1.346608], [3.363591, -0.247950, -2.126966], [-3.568890, 0.023345, -0.721132], [-4.130305, 0.673417, 4.533549], [3.437721, -2.632592, 3.270509], [-0.969929, -2.190646, 2.315100], [-2.288899, 1.215238, -2.136493], [2.286306, -0.080495, 1.902858], [0.115849, 1.530503, 2.264307]],
  "atomic_forces_ev_per_a": [[0.33, 0.68, 1.14], [0.56, 0.74, 1.17], [-1.31, 1.10, -2.21], [1.83, -1.75, -0.53], [0.10, 0.18, -0.05], [-0.73, -0.79, -1.01], [0.71, -0.37, 0.86], [0.09, 0.06, -0.60], [-0.29, 0.23, 0.13], [0.09, -0.71, -0.35], [-0.42, -0.60, -0.30], [1.16, 0.49, -0.16], [0.35, 0.57, 0.06], [-0.16, -1.28, -1.55], [-1.25, -0.20, -0.17], [0.42, 0.01, 0.91], [-0.01, -0.86, 0.43], [0.44, 0.04, 0.38], [0.11, -0.81, 0.84], [-0.05, -0.20, -0.75], [0.75, 0.82, 0.27], [0.04, 0.69, 0.23], [-0.76, 0.83, 0.05], [-0.10, -0.62, -1.03], [1.30, -0.82, 2.00], [-0.17, 0.43, -0.10], [-0.42, -0.21, 1.04], [0.21, 0.85, 1.25], [-0.59, -0.76, -0.40], [-2.08, 0.96, 1.16], [-0.35, -0.12, -0.08], [1.27, 0.44, 1.76], [-0.59, 1.15, -1.36], [-0.13, -0.17, -0.20], [0.11, -0.30, -0.23], [-0.43, -0.02, 0.12], [0.30, -0.11, -0.06], [-0.38, 0.04, 0.21], [0.05, -0.04, -0.28], [0.09, -0.12, 0.05], [-0.59, -0.21, -0.20], [-0.14, -0.41, -0.01], [-0.21, -0.08, -0.17], [-0.02, 0.07, 0.04], [0.04, -0.21, 0.12], [0.20, 0.29, -0.32], [-0.30, -0.12, -0.05], [0.06, 0.12, -0.18], [0.16, 0.45, 0.03], [-0.26, 0.20, -0.14], [-0.26, 0.21, -0.18], [-0.22, 0.04, -0.14], [-0.03, -0.02, 0.04], [0.36, 0.07, -0.08], [0.68, -0.02, 0.22], [-0.08, -0.22, -0.07], [-0.43, 0.23, -0.31], [0.15, 0.13, 0.02], [0.05, 0.15, 0.03], [0.22, 0.02, 0.08], [-0.12, -0.03, -0.29], [0.20, 0.13, 0.09], [0.06, 0.41, -0.07], [0.18, -0.20, -0.14], [0.09, -0.10, -0.01], [-0.04, -0.15, -0.20], [0.27, -0.03, -0.04], [-0.03, -0.09, -0.61], [-0.05, -0.09, -0.14]]
}

---

{
  "formula": "C3H4N2O2",
  "method": "the ωB97M-V functional and the def2-TZVPD basis",
  "e_lumo_ev": -0.7,
  "e_above_lowest_kcal_mol": 147.03,
  "gap_ev": 9.12,
  "e_homo_ha": -0.36204,
  "species": ["O", "O", "N", "N", "C", "C", "C", "H", "H", "H", "H"],
  "positions_angstrom": [[-1.854596, 1.927505, -0.329398], [-1.664376, 0.678092, 1.624371], [0.637383, -1.573884, -1.159845], [-0.319321, 0.843389, -0.378237], [-1.405485, 1.128398, 0.542800], [0.871332, -0.768617, -0.103635], [1.284010, -0.161083, 0.876886], [0.642885, -2.560473, -0.942888], [0.338582, 1.621071, -0.412413], [-0.157422, -1.277156, -1.712901], [1.484385, 0.290557, 1.823218]],
  "atomic_forces_ev_per_a": [[-0.11, -0.13, 0.34], [0.10, 0.22, -0.56], [-0.08, 0.17, 0.18], [0.07, -0.28, 0.06], [-0.02, 0.11, 0.09], [0.27, 0.27, 0.37], [-0.27, -0.36, -0.46], [0.00, 0.04, -0.03], [-0.01, 0.01, 0.12], [0.08, -0.06, 0.05], [-0.03, 0.00, -0.14]]
}

---

{
  "formula": "CF5LiO3PV",
  "method": "the ωB97M-V functional and the def2-TZVPD basis",
  "e_lumo_ev": [-4.9, -4.9],
  "e_above_lowest_kcal_mol": 12.36,
  "gap_ev": [8.35, 11.50],
  "spin_multiplicity": 4,
  "s2": 3.75,
  "e_homo_ha": [-0.48709, -0.60154],
  "total_charge": 1,
  "species": ["V", "P", "F", "F", "F", "F", "F", "O", "O", "O", "C", "Li"],
  "positions_angstrom": [[-1.967840, 0.912251, 0.312920], [1.137191, 0.916872, -0.050234], [-0.158475, 1.186065, 1.033192], [-1.197809, 1.545584, -1.217808], [2.333021, 0.748162, -1.092672], [1.144715, 2.481322, -0.300351], [2.087556, 0.827934, 1.208447], [0.733178, -0.641480, -0.282655], [-0.188721, -2.642505, -0.135540], [-1.469117, -0.910442, 0.278609], [-0.351945, -1.437238, -0.015093], [-2.101756, -2.986520, 0.261190]],
  "atomic_forces_ev_per_a": [[-1.16, 1.70, -0.17], [4.18, 1.25, 1.74], [0.70, -0.14, -0.01], [0.25, -0.14, -0.37], [-1.78, -0.06, 0.30], [-0.86, -1.66, -0.15], [-1.03, -0.12, -0.99], [-0.72, 0.83, -0.24], [-0.45, 0.45, 0.28], [-0.90, -1.37, 0.37], [1.27, -0.74, -0.66], [0.52, 0.01, -0.11]]
}

---

{
  "formula": "C4H6IN2O2",
  "method": "the ωB97M-V functional and the def2-TZVPD basis",
  "e_lumo_ev": -4.3,
  "e_above_lowest_kcal_mol": 0.00,
  "gap_ev": 8.99,
  "e_homo_ha": -0.49014,
  "total_charge": 1,
  "species": ["I", "O", "O", "N", "N", "C", "C", "C", "C", "H", "H", "H", "H", "H", "H"],
  "positions_angstrom": [[0.005854, -4.355752, -1.225620], [0.592460, 1.631506, 0.404128], [2.087345, -2.704791, 0.960577], [1.396139, -0.535792, 0.623250], [-0.869025, -0.196781, 0.210983], [0.159233, -2.380522, -0.396118], [-0.951746, -1.629080, -0.394287], [1.372281, -1.935856, 0.418230], [0.637522, 0.341089, -0.071434], [0.610238, 2.271326, -0.294350], [-1.527248, 0.412435, -0.301685], [1.981571, -0.208558, 1.362887], [-0.751158, -0.294894, 1.290588], [0.827283, 0.263604, -1.090266], [-1.907543, -1.900776, -0.906849]],
  "atomic_forces_ev_per_a": [[0.37, 1.26, 0.56], [0.66, -1.40, 0.95], [0.73, -0.17, 0.28], [1.65, -1.81, 1.51], [1.81, -2.20, -0.36], [-0.93, -0.31, -0.14], [0.14, 0.65, -0.35], [-1.35, 0.40, -0.49], [-2.74, 1.58, 0.52], [0.14, 0.58, -0.75], [-0.13, -0.16, 1.35], [0.50, 0.26, 0.40], [-1.52, 0.85, -2.09], [-0.26, 0.02, -2.18], [0.92, 0.44, 0.80]]
}

---

{
  "formula": "C34H38CoFN5O8PTe",
  "method": "the ωB97M-V functional and the def2-TZVPD basis",
  "e_lumo_ev": [-3.3, -3.3],
  "e_above_lowest_kcal_mol": 0.00,
  "gap_ev": [4.42, 4.42],
  "spin_multiplicity": 2,
  "s2": 0.76,
  "e_homo_ha": [-0.28420, -0.28423],
  "total_charge": 1,
  "species": ["Te", "Co", "P", "F", "O", "O", "O", "O", "O", "O", "O", "O", "N", "N", "N", "N", "N", "C", "C", "C", "C", "C", "C", "C", "C", "C", "C", "C", "C", "C", "C", "C", "C", "C", "C", "C", "C", "C", "C", "C", "C", "C", "C", "C", "C", "C", "C", "C", "C", "C", "C", "H", "H", "H", "H", "H", "H", "H", "H", "H", "H", "H", "H", "H", "H", "H", "H", "H", "H", "H", "H", "H", "H", "H", "H", "H", "H", "H", "H", "H", "H", "H", "H", "H", "H", "H", "H", "H", "H"],
  "positions_angstrom": [[-0.702077, -2.752923, 1.815464], [-0.403298, 0.278811, -2.188851], [-1.255469, -2.559562, -0.498136], [4.997899, 1.115854, 1.791380], [-1.153493, -4.123954, -0.874246], [-3.276971, 1.054359, 0.450313], [-7.801104, -0.815451, -3.841019], [-0.422503, -1.768876, -1.466590], [-1.886720, 0.842666, -1.264308], [-7.402340, -1.220524, -5.978232], [0.719538, 0.817760, -0.748112], [-2.783074, -2.187030, -0.785390], [-1.428768, -0.089808, -3.817138], [1.101166, -0.024096, -3.311911], [-0.317477, 1.367114, 3.183502], [4.287396, 1.417768, 4.569462], [6.408777, 3.294655, 4.974438], [2.003266, 1.324312, 3.823745], [4.973923, 3.715390, 5.069850], [-1.344018, -4.510844, -2.244507], [-3.814343, -2.780047, 0.025415], [0.764468, -0.243526, -4.603330], [-4.574839, -1.459622, -5.221302], [-3.231671, -1.276898, -4.957972], [3.051472, -0.551837, -5.226091], [-3.773320, 0.394725, -3.319466], [-0.646875, -0.234656, -4.838264], [-5.535249, -0.734016, -4.521656], [1.721697, -0.502670, -5.582879], [5.665530, 1.002654, 4.447294], [2.737807, 1.016012, 1.187368], [-2.154478, 0.965024, -0.020198], [-0.970548, 1.059142, 0.908177], [-5.138982, -2.636265, -0.691334], [3.357075, 1.293169, 3.514554], [3.686322, 1.127417, 2.167032], [0.368845, 0.978969, 0.455158], [1.379087, 1.092669, 1.492382], [2.387770, -0.065103, -2.982651], [4.139237, 2.507888, 5.508119], [3.391375, -0.320263, -3.897341], [-7.002890, -0.923411, -4.724619], [-2.805132, -0.321941, -4.024272], [-0.007368, -4.842184, -2.880374], [-0.724255, 1.561209, 4.553268], [6.584108, 2.150032, 4.020421], [-5.114280, 0.172948, -3.554696], [-1.849027, 2.497771, 4.853100], [1.015050, 1.259060, 2.842199], [-0.446595, 2.881831, 5.215133], [-1.253338, 1.238135, 2.227252], [1.395419, -0.673934, -6.599680], [5.758975, 0.191654, 3.732062], [3.099212, 2.812276, 5.576101], [4.461897, 2.176823, 6.502727], [4.422912, -0.331032, -3.578031], [-5.362276, -1.582919, -0.855267], [-4.862243, -2.212001, -5.946683], [5.995195, 0.623730, 5.423208], [6.320543, 2.489601, 3.021052], [-1.844327, -3.707580, -2.794610], [-3.464559, 1.119512, -2.584820], [6.991670, 4.082589, 4.692285], [-6.667608, -1.221843, -6.600797], [3.048864, 0.886599, 0.161274], [-0.640707, 0.660462, 5.150786], [0.024444, 3.652529, 4.618717], [-1.996911, -5.385340, -2.227553], [4.884609, 4.541232, 5.774255], [6.716613, 2.992140, 5.902098], [-2.530885, 2.226118, 5.645175], [0.519398, -5.567142, -2.260914], [-3.578369, -3.833271, 0.197078], [1.705963, 1.372633, 4.859725], [3.816831, -0.774545, -5.956293], [-0.159031, -5.263730, -3.875205], [-1.048102, -0.328811, -5.840999], [-2.317302, 3.022204, 4.032345], [0.598994, -3.939695, -2.955767], [-5.923177, -3.077743, -0.076944], [7.628032, 1.839368, 4.024335], [-5.115899, -3.146200, -1.655511], [2.611617, 0.116712, -1.941902], [-2.506655, -1.907978, -5.455409], [-0.157241, 2.877525, 6.257615], [-2.288061, 1.286675, 2.532873], [4.645939, 4.045606, 4.084382], [-3.841559, -2.262738, 0.985473], [-5.863519, 0.718676, -2.997321]],
  "atomic_forces_ev_per_a": [[0.04, 0.62, -0.09], [-0.25, -0.39, 1.05], [0.48, -0.79, 0.78], [-0.01, 0.00, 0.01], [-0.16, -0.02, -0.52], [0.04, 0.08, -0.09], [-0.02, 0.05, -0.04], [0.00, 0.58, -0.34], [-0.65, 0.22, -0.25], [-0.20, -0.13, -0.09], [0.58, 0.17, 0.52], [-0.04, 0.18, -0.08], [0.81, -0.37, -0.96], [0.43, -0.25, -0.91], [-0.23, 0.01, -0.16], [0.11, -0.06, 0.03], [-0.02, 0.03, -0.04], [0.23, 0.01, 0.09], [-0.61, -0.05, 0.16], [0.10, 0.01, 0.00], [-0.26, -0.03, -0.02], [1.31, 0.06, 0.24], [-0.17, -0.03, -0.01], [0.36, 0.10, 0.15], [0.31, 0.04, 0.38], [0.30, 0.15, 0.02], [-1.34, 0.28, 0.41], [0.37, 0.02, 0.08], [-0.69, 0.04, 0.05], [0.00, 0.09, -0.03], [0.11, -0.02, 0.06], [-0.04, 0.02, 0.42], [-0.09, -0.06, -0.36], [0.25, 0.06, -0.03], [-0.47, -0.04, 0.23], [-0.04, 0.07, -0.31], [-0.39, -0.14, -0.14], [0.17, 0.01, 0.31], [0.00, 0.09, 0.35], [0.14, 0.04, -0.20], [-0.03, -0.06, -0.47], [-0.01, -0.02, 0.05], [-1.04, -0.02, -0.20], [-0.14, 0.06, 0.10], [0.04, -0.10, 0.23], [0.00, -0.56, -0.28], [-0.24, -0.04, -0.14], [-0.09, 0.03, 0.01], [0.10, 0.07, -0.21], [0.09, 0.07, 0.04], [0.26, -0.06, -0.02], [0.05, -0.02, -0.02], [0.05, -0.01, 0.05], [0.01, 0.05, 0.06], [-0.06, 0.02, 0.01], [0.00, -0.05, 0.05], [-0.07, 0.02, -0.01], [-0.02, -0.03, 0.04], [0.01, -0.03, -0.02], [-0.01, 0.17, 0.09], [-0.06, -0.07, 0.00], [-0.01, -0.04, 0.02], [0.05, -0.01, 0.06], [0.10, 0.07, 0.05], [-0.01, 0.01, -0.02], [-0.03, 0.03, 0.01], [-0.02, -0.04, -0.07], [-0.01, 0.04, -0.03], [0.17, 0.01, 0.00], [0.09, 0.10, 0.00], [0.02, -0.09, -0.01], [0.04, -0.03, -0.05], [0.04, 0.05, 0.05], [0.02, 0.02, 0.03], [-0.02, 0.04, -0.04], [0.04, -0.02, -0.03], [0.06, -0.19, -0.06], [0.06, 0.00, -0.05], [0.04, 0.00, 0.00], [-0.07, 0.02, -0.03], [0.03, 0.13, 0.11], [-0.04, 0.00, -0.01], [-0.10, -0.03, 0.02], [0.00, -0.04, 0.01], [-0.02, -0.04, 0.01], [-0.04, -0.04, -0.01], [0.17, 0.02, -0.04], [0.11, -0.04, 0.01], [0.02, 0.00, 0.04]]
}

---

{
  "formula": "C4H8O2",
  "method": "the ωB97M-V functional and the def2-TZVPD basis",
  "e_lumo_ev": 0.9,
  "e_above_lowest_kcal_mol": 43.16,
  "gap_ev": 9.99,
  "e_homo_ha": -0.33374,
  "species": ["O", "O", "C", "C", "C", "C", "H", "H", "H", "H", "H", "H", "H", "H"],
  "positions_angstrom": [[-1.218068, 1.977428, 0.797623], [-0.584057, -0.575870, 0.464994], [1.227577, 0.028187, -1.002762], [0.307321, 0.296280, -0.078809], [-0.663235, -1.884350, -0.062710], [0.132525, 1.651921, 0.571382], [-1.606519, 1.211326, 1.241097], [0.548637, 2.422873, -0.081792], [1.845044, 0.837239, -1.377446], [1.410932, -0.962368, -1.403812], [-0.509906, -1.885168, -1.146644], [-1.669218, -2.246787, 0.155390], [0.702264, 1.670631, 1.514829], [0.076703, -2.541341, 0.408660]],
  "atomic_forces_ev_per_a": [[-0.14, -0.13, 0.13], [0.07, 0.15, 0.00], [0.01, -0.06, -0.04], [0.04, 0.09, 0.04], [0.00, -0.21, -0.12], [0.32, 0.02, -0.10], [-0.07, 0.15, -0.10], [-0.02, -0.13, 0.08], [-0.10, -0.11, 0.09], [-0.06, 0.14, 0.09], [-0.07, 0.03, 0.12], [0.16, 0.00, 0.02], [-0.09, -0.06, -0.12], [-0.05, 0.11, -0.08]]
}

---

Number 1 is which compound? C17H36BN5O9P